46
Properties=species:S:1:pos:R:3:forces:R:3:nbo_charge:R:1 method="wB97M-V/def2-TZVPD" homo_ev=-8.85 gap_ev=7.96 de_lowest_kcal_mol=0.0 smiles="NP(O)[C@@H]1C(=O)O[C@H](C(=O)C(F)(F)C(F)(F)C(F)(F)C(=O)O)[C@@H]1P(O)I.CNC(C)=O"
N 2.2531 -4.0085 2.5657 0.19 0.57 0.24 -1.17
P 2.8164 -2.4527 2.9694 0.83 -0.09 0.60 1.30
O 1.6450 -1.9729 4.0191 0.14 -0.37 -0.33 -0.96
C 2.4844 -1.3030 1.4648 -1.78 0.10 0.23 -0.68
C 1.4810 -0.2700 1.9642 0.99 1.23 0.94 0.80
O 1.6578 0.7409 2.6015 -0.49 -1.60 -1.08 -0.52
O 0.2031 -0.6851 1.6049 -0.40 0.70 0.40 -0.52
C 0.2187 -1.5916 0.5332 1.01 -0.81 -0.25 -0.02
C -0.5492 -2.8375 0.9092 0.36 -1.33 0.46 0.52
O -0.0151 -3.9240 1.0211 -0.81 1.40 -0.41 -0.47
C -2.1002 -2.7983 1.1793 0.36 -0.37 -0.51 0.56
F -2.3554 -2.7388 2.4938 0.14 0.16 0.20 -0.30
F -2.5401 -3.9921 0.7368 -0.17 -0.09 0.02 -0.30
C -2.9330 -1.7582 0.3843 -0.32 -0.14 0.34 0.58
F -2.5701 -1.8981 -0.9029 0.19 0.07 -0.18 -0.30
F -4.2153 -2.1420 0.4905 -0.02 -0.11 0.06 -0.29
C -2.8785 -0.2614 0.8466 -0.24 0.50 -0.26 0.54
F -2.4360 -0.1709 2.1000 0.03 -0.20 0.31 -0.29
F -4.1439 0.2040 0.8282 -0.24 0.14 -0.04 -0.29
C -2.0868 0.6902 -0.0765 0.40 0.63 -0.58 0.72
O -2.2559 0.7488 -1.2601 0.00 -0.38 0.28 -0.52
O -1.2578 1.4929 0.6070 -0.19 -0.63 0.48 -0.66
C 1.7167 -1.7600 0.2294 0.59 0.23 -0.94 -0.59
P 2.2928 -3.2427 -0.7279 -0.24 -0.56 0.47 1.01
O 1.1302 -3.2288 -1.8893 0.22 0.02 0.12 -1.01
I 4.2256 -2.2096 -1.8370 -0.09 0.07 -0.01 -0.16
H 1.2930 -4.1987 2.8118 -0.06 -0.14 -0.16 0.39
H 2.4509 -4.2959 1.6174 -0.03 -0.28 -0.01 0.40
H 0.7618 -2.2157 3.7161 -0.28 0.14 0.16 0.47
H 3.4113 -0.8320 1.1880 0.38 0.16 0.10 0.27
H -0.2016 -1.1996 -0.3923 -0.52 0.33 0.13 0.22
H -0.4384 1.5961 0.1148 0.09 0.55 -0.36 0.51
H 1.8773 -0.9428 -0.4795 0.10 0.02 -0.23 0.24
H 1.4141 -2.7731 -2.6861 -0.12 0.16 -0.28 0.51
C 1.3210 5.2773 -1.9732 0.05 -0.02 -0.02 -0.72
C 0.8241 4.0818 -2.7514 0.04 -0.09 -0.04 0.67
O 1.5874 3.2620 -3.2366 0.02 0.00 0.06 -0.63
N -0.5203 3.9410 -2.8905 0.03 0.12 0.12 -0.62
C -1.5751 4.7970 -2.3784 -0.02 -0.32 -0.20 -0.41
H 2.4052 5.2459 -1.9496 0.02 -0.06 -0.04 0.25
H 1.0066 6.2056 -2.4510 -0.05 0.03 0.08 0.23
H 0.9460 5.2547 -0.9493 -0.04 0.09 -0.01 0.23
H -0.7860 3.1251 -3.4187 -0.04 -0.03 0.00 0.40
H -2.2254 4.2262 -1.7132 -0.03 0.09 0.05 0.20
H -2.1774 5.1790 -3.2041 -0.03 0.09 0.06 0.20
H -1.1619 5.6356 -1.8297 0.04 0.01 0.01 0.21